[1]
{
  "formula": "C10H13NO2P",
  "method": "ωB97M-V with the def2-TZVPD basis set",
  "elements": ["C", "C", "C", "C", "C", "C", "C", "C", "C", "C", "N", "O", "O", "P", "H", "H", "H", "H", "H", "H", "H", "H", "H", "H", "H", "H", "H"],
  "coordinates": [[-3.930583, -0.319439, 0.624246], [-2.930175, -0.939944, 1.247919], [-3.613782, 0.528184, -0.460766], [-1.573233, -1.007775, 0.798505], [-2.269973, 0.626896, -0.836002], [-1.284258, -0.163919, -0.249475], [0.094999, 0.032539, -0.967079], [1.004080, 0.982100, -0.185800], [2.188355, 1.379970, -1.117881], [3.385079, -0.175617, 1.415105], [1.431799, -1.812887, -0.212828], [1.963479, -2.862386, -0.348289], [0.662814, -1.294652, -1.227954], [1.530726, 0.117990, 1.473456], [-4.883756, -0.189660, 0.918506], [-3.229307, -1.541183, 2.083075], [-4.359271, 1.070372, -1.047259], [-0.830293, -1.395999, 1.448730], [-1.908299, 1.179971, -1.641239], [-0.247173, 0.298706, -1.922599], [0.563209, 1.973574, -0.060956], [1.772253, 1.747300, -2.094373], [2.649447, 0.492782, -1.343615], [2.965609, 2.009049, -0.619281], [3.771113, 0.632877, 1.981171], [3.654279, -0.205910, 0.422312], [3.422873, -1.162952, 1.922380]],
  "forces_ev_per_a": [[1.880, 2.849, -3.278], [1.928, -2.451, 1.150], [1.269, -0.055, -0.487], [-2.040, 1.852, 0.330], [-1.219, -1.463, 0.940], [0.923, 0.255, -0.708], [-1.998, -1.804, 3.548], [2.293, 0.371, -0.815], [-0.746, 1.090, 0.600], [-3.419, -0.861, 1.291], [0.298, 0.603, 0.713], [-1.595, 2.259, -0.325], [1.338, -1.043, 0.203], [0.028, -0.609, -2.013], [-3.135, -0.601, 1.508], [0.272, -0.232, 0.599], [0.112, -0.125, 0.480], [0.451, -0.968, 0.187], [-0.199, 1.272, -1.376], [0.659, 0.912, -1.495], [-0.967, -0.544, 0.877], [0.568, 0.231, 1.111], [1.570, -2.172, -0.944], [-0.921, -0.046, -0.660], [0.912, 0.633, 0.676], [1.219, -0.026, -1.979], [0.519, 0.675, -0.133]],
  "mulliken_charge": [-0.73, -0.65, -0.38, -0.18, -0.80, 0.76, -0.55, 0.25, -1.53, -1.13, 0.28, -0.37, -0.18, 0.45, 0.50, 0.36, 0.39, 0.38, 0.36, 0.78, 0.54, 0.38, 0.47, 0.35, 0.45, 0.41, 0.40],
  "energy_ha": -934.97784,
  "e_lumo_ev": -6.44,
  "homo_lumo_gap_ev": 6.23,
  "e_above_lowest_kcal_mol": 139.4,
  "total_charge": 1
}

[2]
{
  "formula": "C3H7NO2",
  "method": "ωB97M-V with the def2-TZVPD basis set",
  "elements": ["C", "C", "C", "N", "O", "O", "H", "H", "H", "H", "H", "H", "H"],
  "coordinates": [[1.175012, -1.515377, 0.346401], [0.129595, -0.914559, -0.069438], [0.962808, 1.635589, -0.290718], [-0.999117, -1.017825, -0.697481], [-2.268786, 0.054466, 0.969296], [-2.016128, -0.024917, -0.415173], [1.102429, -2.629038, 0.608955], [2.137818, -1.033802, 0.586736], [1.884315, 1.468228, -0.667411], [0.966749, 1.952094, 0.827926], [0.370926, 2.383410, -0.774697], [-1.364772, -1.337621, -1.570877], [-2.080848, 0.979347, 1.146486]],
  "forces_ev_per_a": [[2.105, -3.123, 1.592], [-0.335, 3.448, -1.746], [-2.857, 0.653, 4.082], [-2.088, 0.669, 1.529], [-0.155, -0.830, 0.091], [0.220, 0.283, -0.484], [0.228, 1.415, -0.564], [-0.820, -0.143, -0.125], [2.808, -0.770, -1.279], [0.159, -1.048, -1.782], [-0.507, -0.065, -0.820], [0.858, -0.802, -0.457], [0.383, 0.314, -0.039]],
  "mulliken_charge": [-0.60, 0.27, -1.06, -0.21, -0.32, -0.14, 0.25, 0.25, 0.38, 0.24, 0.32, 0.28, 0.34],
  "energy_ha": -323.38831,
  "e_lumo_ev": [0.30, 0.32],
  "homo_lumo_gap_ev": [8.62, 7.48],
  "e_above_lowest_kcal_mol": 246.4
}

[3]
{
  "formula": "C2H8N4O",
  "method": "ωB97M-V with the def2-TZVPD basis set",
  "elements": ["C", "C", "H", "H", "H", "H", "H", "H", "H", "H", "N", "N", "N", "N", "O"],
  "coordinates": [[0.916859, -2.107156, -0.867643], [0.133096, -0.144487, 0.000369], [1.970354, -2.725353, -0.679368], [0.971431, -1.769876, -1.947111], [-0.008132, -2.896003, -0.706310], [0.106947, -0.110376, 2.103635], [-1.029983, 2.220071, 1.485647], [0.602866, 1.933678, 0.331787], [-2.097108, 0.742206, -0.304850], [-1.862927, 1.053191, -1.950204], [-0.070816, 0.358375, 1.281816], [0.000965, 1.738867, 1.448590], [-0.451173, 0.142534, -1.013345], [-1.342350, 1.224857, -0.953808], [1.011306, -1.148763, 0.190957]],
  "forces_ev_per_a": [[2.148, -4.191, 0.278], [1.445, -1.479, 6.837], [-2.915, 1.204, -0.674], [-0.364, 0.195, 1.593], [2.223, 2.213, -0.394], [1.014, -1.624, 1.362], [3.196, -1.428, -0.955], [-2.827, 0.752, 4.619], [1.183, 1.899, -1.114], [1.383, 1.077, 2.955], [-1.958, 1.449, -1.706], [0.392, 2.698, -3.890], [0.197, 0.875, -4.526], [-4.596, -2.613, -1.880], [-0.521, -1.025, -2.505]],
  "mulliken_charge": [-0.61, 0.48, 0.21, 0.29, 0.24, 0.21, 0.27, 0.37, 0.24, 0.31, -0.11, -0.64, -0.26, -0.65, -0.35],
  "energy_ha": -375.07253,
  "e_lumo_ev": 0.87,
  "homo_lumo_gap_ev": 9.35,
  "e_above_lowest_kcal_mol": 146.9
}

[4]
{
  "formula": "C40H46N3O2",
  "method": "ωB97M-V with the def2-TZVPD basis set",
  "elements": ["C", "C", "C", "C", "C", "N", "C", "C", "C", "C", "C", "C", "C", "C", "C", "C", "C", "C", "C", "C", "C", "H", "H", "H", "H", "H", "H", "H", "H", "H", "H", "H", "H", "H", "H", "H", "H", "H", "H", "H", "H", "H", "H", "H", "C", "C", "O", "C", "C", "C", "N", "C", "C", "C", "C", "O", "C", "C", "C", "C", "C", "C", "C", "N", "C", "C", "C", "C", "H", "H", "H", "H", "H", "H", "H", "H", "H", "H", "H", "H", "H", "H", "H", "H", "H", "H", "H", "H", "H", "H", "H"],
  "coordinates": [[2.362749, -0.715887, 4.839167], [3.260524, -0.129466, 3.739587], [4.676125, 0.119878, 4.281712], [3.391229, -1.008985, 2.493137], [2.581736, 1.180584, 3.339578], [3.081290, 2.357569, 3.838926], [2.195952, 3.398958, 3.618943], [1.105014, 2.849797, 2.868706], [-0.003480, 3.701877, 2.702991], [-0.050512, 4.942645, 3.357727], [1.008372, 5.420642, 4.150876], [2.153715, 4.621449, 4.289029], [1.364948, 1.415543, 2.720502], [0.317616, 0.289519, 2.367010], [-1.052643, 0.781309, 2.944664], [-1.189126, 1.312466, 4.225635], [-2.462500, 1.479739, 4.779722], [-3.628466, 1.107794, 4.095283], [-4.956948, 1.229711, 4.789417], [-3.467364, 0.625944, 2.789894], [-2.202887, 0.523066, 2.230557], [1.390542, -1.040345, 4.437764], [2.864067, -1.586077, 5.272238], [2.142622, 0.032250, 5.621569], [5.313836, 0.627535, 3.546208], [4.670612, 0.679971, 5.222784], [5.145183, -0.850126, 4.489999], [3.844253, -0.435002, 1.667215], [4.059657, -1.855763, 2.700680], [2.426405, -1.412575, 2.156282], [3.919386, 2.486663, 4.397401], [-0.816064, 3.366990, 2.055029], [-0.946271, 5.556522, 3.271493], [0.946412, 6.398845, 4.634624], [3.022350, 4.955445, 4.861330], [0.679165, -0.623679, 2.999224], [-0.313502, 1.627815, 4.788129], [-2.550887, 1.899092, 5.783367], [-5.747659, 0.638785, 4.306466], [-4.867546, 0.904624, 5.834437], [-5.278016, 2.284395, 4.795060], [-4.288803, 0.292606, 2.153329], [-2.106293, 0.191255, 1.202826], [2.156973, -0.014911, -3.908838], [1.166755, -0.390977, -4.232365], [0.714997, -1.447321, -3.194825], [1.748265, -2.410113, -3.184676], [0.367615, -0.935303, -1.787552], [0.760493, 0.316148, -1.328146], [0.562918, 0.662062, 0.009068], [0.027921, -0.166455, 0.927808], [-0.534831, -1.392179, 0.446025], [-0.348798, -1.804459, -0.919287], [-0.933205, -2.998661, -1.428767], [-1.775148, -3.786196, -0.636238], [-2.584700, -4.759209, -1.122203], [-2.777355, -4.882091, -2.551568], [-1.804230, -3.516116, 0.754671], [-1.233421, -2.334381, 1.239080], [1.261403, -1.008103, -5.628347], [0.354459, -0.196064, -6.575124], [0.810492, 1.294625, -6.523822], [0.681786, 1.816490, -5.099916], [0.232343, 0.733885, -4.153425], [-1.166376, 0.335961, -4.592168], [-1.119353, -0.306363, -5.999064], [-1.553210, -1.755896, -6.008579], [-2.491875, -2.311722, -5.188270], [-0.231008, -1.854389, -3.634790], [1.534303, -3.105181, -2.489985], [1.195298, 1.051756, -2.008525], [0.927456, 1.610535, 0.406656], [-0.829206, -3.255157, -2.482477], [-3.607156, -5.586032, -2.655008], [-3.076805, -3.939138, -3.037652], [-1.897358, -5.330498, -3.037995], [-2.342630, -4.207125, 1.404167], [-1.369438, -2.112792, 2.289964], [2.321537, -0.940105, -5.909435], [0.957638, -2.064576, -5.635186], [0.384156, -0.580880, -7.604880], [1.859683, 1.372397, -6.846087], [0.184427, 1.898908, -7.195410], [1.647377, 2.191638, -4.739999], [-0.046520, 2.639635, -5.062026], [-1.636360, -0.302773, -3.835288], [-1.778794, 1.256089, -4.662662], [-1.783669, 0.315023, -6.638445], [-1.092726, -2.350173, -6.814847], [-2.701756, -3.383518, -5.241955], [-3.137187, -1.709695, -4.542128]],
  "forces_ev_per_a": [[0.000, -0.296, 0.080], [-0.262, 0.891, -0.499], [0.047, -0.222, 0.044], [0.140, -0.385, -0.168], [0.340, 0.059, 0.432], [0.036, 0.283, -0.098], [-1.029, -1.003, 0.110], [0.351, 0.795, 0.852], [0.001, 0.205, -0.177], [-0.042, -0.340, -0.369], [0.615, -0.822, -0.223], [-0.155, 0.786, -0.467], [-0.332, -0.646, -1.009], [-0.681, 0.306, 2.648], [0.553, -0.905, -0.030], [-0.337, 0.006, 0.302], [0.362, 0.009, -0.198], [0.372, -0.297, -0.258], [-0.249, 0.162, -0.019], [-0.182, 0.255, 0.086], [-0.221, -0.194, -0.274], [0.424, -0.045, 0.339], [-0.188, 0.049, 0.152], [0.283, -0.355, -0.257], [-0.186, -0.023, 0.158], [0.021, -0.038, -0.124], [-0.108, 0.208, 0.022], [-0.209, -0.199, 0.285], [-0.244, 0.088, -0.049], [0.267, 0.103, 0.014], [-0.328, -0.421, -0.323], [-0.032, 0.262, 0.430], [0.204, -0.167, -0.138], [0.004, -0.438, -0.130], [-0.331, -0.084, -0.050], [-1.036, 1.444, -1.793], [-0.133, -0.202, -0.006], [0.044, -0.119, -0.238], [0.298, 0.170, 0.091], [-0.079, 0.090, -0.265], [0.033, -0.349, 0.029], [-0.107, 0.294, 0.444], [-0.415, 0.036, 0.252], [-0.368, -0.093, -0.135], [-0.396, 0.108, 1.469], [-0.661, 0.603, -0.885], [-0.506, -1.392, 1.754], [0.819, 0.459, -0.458], [-0.402, -0.317, -0.224], [0.051, -0.509, 0.354], [1.522, -0.041, -1.606], [0.497, -0.736, 0.018], [0.072, 0.706, 0.341], [-0.838, -0.341, 0.514], [0.512, 0.497, -0.811], [0.419, 0.420, 0.031], [-0.093, -0.330, 0.202], [0.240, 1.066, -0.127], [-0.218, -0.488, 0.652], [0.285, 0.065, -0.558], [-0.369, 0.553, 0.796], [-0.152, -0.637, -0.748], [-0.200, -0.430, 1.007], [-1.147, 0.956, -1.025], [1.007, 0.804, -0.017], [0.298, 0.060, -0.523], [-1.422, -0.515, 0.508], [1.071, 0.470, -1.382], [0.690, 0.014, 0.401], [0.459, 1.149, -1.331], [-0.140, -0.390, 0.347], [-0.046, -0.306, -0.152], [-0.035, 0.236, 0.318], [0.186, 0.119, 0.083], [0.340, -0.183, 0.436], [-0.152, 0.328, 0.173], [0.117, 0.373, -0.058], [0.035, -0.043, 0.066], [-0.370, -0.259, -0.377], [0.250, 0.246, 0.092], [-0.013, 0.084, 0.341], [-0.366, -0.070, -0.156], [0.275, -0.189, -0.001], [-0.199, -0.010, 0.048], [0.235, -0.273, 0.240], [0.187, 0.057, -0.180], [0.476, -0.361, 0.351], [0.288, -0.603, 0.059], [-0.160, -0.036, 0.652], [-0.054, 0.416, -0.165], [0.468, -0.187, 0.058]],
  "mulliken_charge": [-1.24, 2.10, -2.07, -1.43, -0.71, 0.06, -0.31, 0.50, -0.23, -0.81, -0.55, -0.69, -0.07, 1.05, -0.42, -0.18, -1.06, 0.83, -1.46, -1.34, -0.22, 0.48, 0.46, 0.30, 0.40, 0.41, 0.45, 0.34, 0.51, 0.04, 0.27, 0.43, 0.39, 0.40, 0.36, -0.03, 0.40, 0.41, 0.36, 0.38, 0.29, 0.40, 0.63, 1.08, -0.27, 0.67, -0.68, 1.39, -1.20, -0.67, 0.98, -0.80, 1.35, -0.49, 0.18, -0.48, -0.79, -1.36, -0.24, -1.54, -0.13, -0.93, -0.82, -0.16, -1.32, 0.57, -0.58, -1.17, -0.65, 0.53, 0.45, 0.45, 0.54, 0.33, 0.27, 0.33, 0.44, 0.58, 0.37, 0.47, 0.47, 0.43, 0.39, 0.35, 0.43, 0.34, 0.38, 0.51, 0.43, 0.29, 0.42],
  "energy_ha": -1866.30240,
  "e_lumo_ev": -3.81,
  "homo_lumo_gap_ev": 6.53,
  "e_above_lowest_kcal_mol": 27.7,
  "total_charge": 1
}